DFT (ωB97M-V/def2-TZVPD) results for a structure of composition C74H106AsN4O3P2RbS.

The geometry in ORCA input format:
```
! RIJCOSX wB97M-V def2-TZVPD def2/J DEFGRID3
* xyz -2 1
Rb 0.186 0.768 -0.961
C 1.273 -3.198 -3.954
N 0.670 -1.983 -3.460
C 1.189 -0.841 -4.184
C -0.781 -2.052 -3.483
C -1.325 -2.712 -2.205
N -1.128 -1.835 -1.080
C -2.334 -1.405 -0.409
C -3.459 -0.959 -1.299
C -4.694 -1.546 -1.131
C -5.823 -1.137 -1.832
C -5.647 -0.113 -2.753
C -4.435 0.510 -2.971
C -3.265 0.121 -2.227
O -2.133 0.679 -2.372
C -4.320 1.581 -4.051
C -5.665 1.964 -4.684
C -3.407 1.042 -5.161
C -3.714 2.862 -3.466
C -7.164 -1.820 -1.605
C -8.317 -1.132 -2.348
C -7.073 -3.271 -2.103
C -7.507 -1.798 -0.107
C -0.012 -2.134 -0.187
C -0.357 -2.449 1.253
C -0.347 -3.755 1.692
C -0.614 -4.085 3.014
C -0.921 -3.037 3.879
C -0.955 -1.716 3.497
C -0.637 -1.359 2.139
O -0.626 -0.162 1.711
C -1.395 -0.638 4.478
C -2.771 -0.141 4.010
C -1.545 -1.132 5.923
C -0.371 0.501 4.481
C -0.516 -5.494 3.570
C 0.667 -5.518 4.551
C -1.811 -5.870 4.305
C -0.271 -6.546 2.486
H 1.079 -3.353 -5.034
H 2.351 -3.146 -3.802
H 0.884 -4.058 -3.410
H 1.053 -0.943 -5.277
H 0.694 0.068 -3.851
H 2.254 -0.749 -3.975
H -1.181 -1.037 -3.489
H -1.161 -2.587 -4.377
H -2.399 -2.881 -2.350
H -0.838 -3.686 -2.052
H -2.704 -2.205 0.261
H -2.045 -0.559 0.222
H -4.766 -2.356 -0.411
H -6.498 0.211 -3.328
H -6.109 1.123 -5.215
H -6.365 2.316 -3.928
H -5.507 2.770 -5.402
H -3.841 0.141 -5.595
H -3.275 1.784 -5.950
H -2.438 0.794 -4.737
H -4.375 3.274 -2.705
H -2.758 2.615 -3.014
H -3.568 3.609 -4.249
H -8.181 -1.193 -3.426
H -9.260 -1.619 -2.096
H -8.383 -0.085 -2.059
H -6.887 -3.277 -3.177
H -6.252 -3.792 -1.617
H -8.000 -3.813 -1.906
H -7.534 -0.768 0.244
H -8.482 -2.255 0.075
H -6.764 -2.333 0.477
H 0.555 -2.968 -0.613
H 0.672 -1.269 -0.157
H -0.135 -4.529 0.966
H -1.147 -3.282 4.907
H -3.498 -0.950 4.079
H -2.717 0.177 2.974
H -3.115 0.691 4.623
H -2.358 -1.848 6.020
H -0.624 -1.588 6.281
H -1.772 -0.279 6.563
H -0.264 0.875 3.468
H -0.687 1.313 5.136
H 0.594 0.125 4.817
H 0.518 -4.779 5.333
H 0.781 -6.500 5.012
H 1.584 -5.267 4.020
H -1.989 -5.205 5.146
H -2.660 -5.795 3.628
H -1.749 -6.892 4.682
H 0.674 -6.367 1.982
H -0.232 -7.537 2.939
H -1.072 -6.538 1.751
C -0.997 4.724 -1.027
P -0.838 3.521 0.373
C 0.042 4.672 1.495
N -0.616 5.700 2.008
C 0.048 6.494 2.874
C -0.607 7.579 3.479
C 0.067 8.380 4.376
C 1.401 8.126 4.687
C 2.074 7.078 4.101
C 1.416 6.245 3.182
N 2.087 5.243 2.578
C 1.402 4.452 1.765
P 2.305 3.207 0.754
C 3.651 4.409 0.313
C 3.189 2.102 2.040
C 4.634 1.859 1.606
C 3.137 2.663 3.459
C 2.441 0.770 1.993
C -2.571 3.530 1.141
C -2.382 3.189 2.618
C -3.316 2.380 0.465
C -3.352 4.833 0.992
H -1.250 5.718 -0.661
H -1.748 4.366 -1.728
H -0.033 4.753 -1.537
H -1.647 7.747 3.244
H -0.442 9.210 4.851
H 1.914 8.764 5.397
H 3.105 6.862 4.339
H 4.067 4.853 1.216
H 3.200 5.196 -0.293
H 4.415 3.914 -0.281
H 5.239 2.759 1.680
H 4.666 1.493 0.579
H 5.085 1.098 2.245
H 3.539 3.673 3.506
H 3.715 2.025 4.128
H 2.108 2.685 3.815
H 2.646 0.254 1.051
H 1.366 0.915 2.071
H 2.752 0.119 2.811
H -1.785 2.284 2.707
H -3.345 3.021 3.102
H -1.873 3.994 3.144
H -2.854 1.432 0.729
H -3.280 2.467 -0.617
H -4.359 2.351 0.776
H -2.770 5.660 1.387
H -4.282 4.762 1.557
H -3.598 5.025 -0.049
S 4.418 -0.059 -2.411
C 5.871 -0.359 -1.552
C 7.065 0.312 -1.845
C 8.224 -0.002 -1.168
C 8.227 -0.997 -0.201
C 7.043 -1.654 0.111
C 5.865 -1.340 -0.535
As 4.079 -2.053 -0.174
C 4.064 -3.536 -1.447
C 4.982 -3.667 -2.481
C 4.916 -4.742 -3.352
C 3.930 -5.700 -3.203
C 3.013 -5.586 -2.171
C 3.077 -4.507 -1.309
C 4.597 -3.118 1.417
C 4.633 -4.502 1.510
C 4.933 -5.134 2.704
C 5.219 -4.393 3.837
C 5.213 -3.010 3.760
C 4.894 -2.388 2.568
H 7.058 1.083 -2.605
H 9.142 0.530 -1.395
H 9.146 -1.246 0.315
H 7.051 -2.421 0.878
H 5.746 -2.912 -2.618
H 5.640 -4.840 -4.153
H 3.871 -6.533 -3.895
H 2.247 -6.341 -2.046
H 2.346 -4.405 -0.515
H 4.425 -5.108 0.638
H 4.947 -6.216 2.757
H 5.440 -4.892 4.773
H 5.453 -2.424 4.639
H 4.880 -1.304 2.514
C -0.136 3.197 -6.017
C 0.194 3.405 -4.537
O 1.264 2.597 -4.104
C 2.562 3.033 -4.453
C 3.177 3.906 -3.367
H -1.054 3.720 -6.271
H -0.270 2.133 -6.193
H 0.666 3.565 -6.655
H -0.657 3.078 -3.937
H 0.388 4.470 -4.336
H 2.552 3.563 -5.415
H 3.159 2.124 -4.559
H 2.587 4.806 -3.200
H 4.185 4.196 -3.648
H 3.213 3.323 -2.451
*
```

Mulliken atomic charge list, values in e, 99 entries: number 1, Rb, carries 1.29; number 2, C, carries -1.41; number 3, N, carries 1.50; number 4, C, carries -0.90; number 5, C, carries 0.22; number 6, C, carries -1.54; number 7, N, carries 1.65; number 8, C, carries 0.03; number 9, C, carries -0.53; number 10, C, carries -0.27; number 11, C, carries -0.79; number 12, C, carries -0.44; number 13, C, carries -0.23; number 14, C, carries -0.29; number 15, O, carries 0.53; number 16, C, carries 2.60; number 17, C, carries -2.71; number 18, C, carries -1.55; number 19, C, carries -0.90; number 20, C, carries 2.19; number 21, C, carries -2.20; number 22, C, carries -1.68; number 23, C, carries -1.72; number 24, C, carries 2.18; number 25, C, carries 0.86; number 26, C, carries -0.80; number 27, C, carries -0.95; number 28, C, carries -0.44; number 29, C, carries -0.64; number 30, C, carries 0.09; number 31, O, carries -0.28; number 32, C, carries 3.10; number 33, C, carries -1.42; number 34, C, carries -2.63; number 35, C, carries -0.76; number 36, C, carries 2.43; number 37, C, carries -1.63; number 38, C, carries -1.83; number 39, C, carries -2.14; number 40, H, carries 0.30; number 41, H, carries 0.30; number 42, H, carries 0.32; number 43, H, carries 0.24; number 44, H, carries 0.18; number 45, H, carries -0.09; number 46, H, carries -0.60; number 47, H, carries 0.22; number 48, H, carries 0.53; number 49, H, carries 0.54; number 50, H, carries 0.17; number 51, H, carries -0.87; number 52, H, carries 0.49; number 53, H, carries 0.63; number 54, H, carries 0.40; number 55, H, carries 0.43; number 56, H, carries 0.49; number 57, H, carries 0.30; number 58, H, carries 0.46; number 59, H, carries 0.04; number 60, H, carries 0.32; number 61, H, carries -0.69; number 62, H, carries 0.70; number 63, H, carries 0.34; number 64, H, carries 0.45; number 65, H, carries 0.40; number 66, H, carries 0.33; number 67, H, carries 0.31; number 68, H, carries 0.45; number 69, H, carries 0.34; number 70, H, carries 0.46; number 71, H, carries 0.33; number 72, H, carries -0.60; number 73, H, carries -2.27; number 74, H, carries 0.49; number 75, H, carries 0.45; number 76, H, carries 0.36; number 77, H, carries 0.04; number 78, H, carries 0.41; number 79, H, carries 0.42; number 80, H, carries 0.43; number 81, H, carries 0.49; number 82, H, carries -0.85; number 83, H, carries 0.68; number 84, H, carries 0.31; number 85, H, carries 0.30; number 86, H, carries 0.46; number 87, H, carries 0.29; number 88, H, carries 0.29; number 89, H, carries 0.34; number 90, H, carries 0.49; number 91, H, carries 0.34; number 92, H, carries 0.46; number 93, H, carries 0.40; number 94, C, carries -1.24; number 95, P, carries 0.70; number 96, C, carries -0.64; number 97, N, carries 0.12; number 98, C, carries 0.04; number 99, C, carries -0.46

***

DFT (ωB97M-V/def2-TZVPD) results for a cluster of 6 separate species, C32H43N3O12 in total.

Summary:
Structure (SMILES) = CC(C)=Nc1ccc(CN)c2c1C(=O)NC2=O.O=C1CCCO1.O=C1CCCO1.O=C1CCCO1.O=C1CCCO1.O=C1CCCO1

The geometry in ORCA input format:
```
! RIJCOSX wB97M-V def2-TZVPD def2/J DEFGRID3
* xyz 0 1
C 7.574 -2.239 0.629
C 6.085 -2.614 0.192
C 5.554 -2.129 -1.255
N 5.275 -3.287 1.025
C 4.002 -2.537 0.993
C 3.982 -1.090 1.620
C 2.671 -0.223 1.584
C 1.378 -0.821 0.906
C -0.001 -0.013 0.825
N -0.391 0.101 -0.620
C 1.488 -2.246 0.326
C 2.751 -3.155 0.322
C 2.500 -4.543 -0.410
O 3.149 -5.609 -0.427
N 1.191 -4.288 -1.096
C 0.445 -3.177 -0.426
O -0.804 -3.156 -0.508
H 7.560 -1.177 1.117
H 7.939 -2.968 1.433
H 8.227 -2.237 -0.313
H 5.026 -1.104 -1.150
H 6.455 -1.939 -1.938
H 4.785 -2.852 -1.702
H 4.951 -0.708 2.087
H 2.604 0.817 2.048
H 0.207 1.030 1.264
H -0.777 -0.611 1.409
H -1.028 -0.707 -0.781
H 0.440 -0.089 -1.230
H 1.496 -4.050 -2.059
O -2.477 -1.504 2.372
C -3.310 -1.476 1.500
O -4.016 -0.363 1.160
C -4.991 -0.706 0.167
C -4.476 -1.973 -0.474
C -3.752 -2.648 0.670
H -5.955 -0.853 0.662
H -5.083 0.109 -0.553
H -5.265 -2.583 -0.916
H -3.760 -1.724 -1.265
H -4.423 -3.273 1.265
H -2.897 -3.226 0.321
O 1.198 0.233 -2.764
C 0.351 0.264 -3.624
O -0.362 1.373 -3.946
C -1.353 1.033 -4.924
C -0.846 -0.227 -5.583
C -0.102 -0.906 -4.455
H -2.308 0.881 -4.415
H -1.461 1.852 -5.638
H -1.641 -0.837 -6.016
H -0.144 0.029 -6.384
H -0.761 -1.536 -3.852
H 0.750 -1.480 -4.821
O -7.992 2.649 1.708
C -7.166 2.791 2.574
O -7.140 3.845 3.435
C -5.970 3.757 4.256
C -5.568 2.301 4.222
C -6.002 1.876 2.835
H -5.199 4.411 3.837
H -6.206 4.092 5.268
H -4.506 2.142 4.417
H -6.135 1.741 4.972
H -5.226 2.064 2.090
H -6.311 0.831 2.814
O 7.758 1.159 1.743
C 8.015 0.849 2.882
O 7.138 0.242 3.726
C 7.733 0.122 5.024
C 9.223 0.197 4.786
C 9.317 1.116 3.587
H 7.370 0.942 5.651
H 7.438 -0.826 5.477
H 9.780 0.550 5.655
H 9.606 -0.794 4.520
H 9.354 2.168 3.881
H 10.166 0.863 2.952
O -4.759 0.952 -4.821
C -5.026 2.010 -4.305
O -4.124 3.010 -4.093
C -4.755 4.070 -3.363
C -6.235 3.902 -3.615
C -6.373 2.402 -3.761
H -4.498 3.964 -2.305
H -4.386 5.032 -3.722
H -6.856 4.325 -2.824
H -6.508 4.389 -4.556
H -6.525 1.912 -2.797
H -7.169 2.138 -4.457
*
```

For each atom in turn, the Mulliken charge in e is: number 1, C, carries -0.74; number 2, C, carries 0.57; number 3, C, carries -0.88; number 4, N, carries -0.56; number 5, C, carries -0.10; number 6, C, carries -0.39; number 7, C, carries -0.89; number 8, C, carries 0.39; number 9, C, carries 0.06; number 10, N, carries -0.45; number 11, C, carries 1.10; number 12, C, carries 0.12; number 13, C, carries 0.14; number 14, O, carries -0.55; number 15, N, carries -0.31; number 16, C, carries 0.01; number 17, O, carries -0.55; number 18, H, carries -0.08; number 19, H, carries 0.31; number 20, H, carries 0.36; number 21, H, carries 0.25; number 22, H, carries 0.38; number 23, H, carries 0.21; number 24, H, carries 0.41; number 25, H, carries 0.28; number 26, H, carries 0.34; number 27, H, carries -0.07; number 28, H, carries 0.18; number 29, H, carries 0.24; number 30, H, carries 0.33; number 31, O, carries -0.68; number 32, C, carries 0.57; number 33, O, carries -0.33; number 34, C, carries -0.42; number 35, C, carries -0.44; number 36, C, carries -0.20; number 37, H, carries 0.32; number 38, H, carries 0.26; number 39, H, carries 0.40; number 40, H, carries 0.11; number 41, H, carries 0.34; number 42, H, carries 0.06; number 43, O, carries -0.70; number 44, C, carries 0.44; number 45, O, carries -0.36; number 46, C, carries -0.09; number 47, C, carries -0.61; number 48, C, carries -0.31; number 49, H, carries 0.01; number 50, H, carries 0.34; number 51, H, carries 0.35; number 52, H, carries 0.28; number 53, H, carries 0.19; number 54, H, carries 0.34; number 55, O, carries -0.59; number 56, C, carries 0.39; number 57, O, carries -0.36; number 58, C, carries -0.41; number 59, C, carries -0.63; number 60, C, carries 0.23; number 61, H, carries 0.24; number 62, H, carries 0.34; number 63, H, carries 0.34; number 64, H, carries 0.30; number 65, H, carries 0.04; number 66, H, carries 0.13; number 67, O, carries -0.59; number 68, C, carries 0.55; number 69, O, carries -0.28; number 70, C, carries -0.45; number 71, C, carries -0.49; number 72, C, carries -0.47; number 73, H, carries 0.27; number 74, H, carries 0.32; number 75, H, carries 0.32; number 76, H, carries 0.27; number 77, H, carries 0.28; number 78, H, carries 0.26; number 79, O, carries -0.59; number 80, C, carries 0.58; number 81, O, carries -0.32; number 82, C, carries -0.43; number 83, C, carries -0.51; number 84, C, carries -0.34; number 85, H, carries 0.27; number 86, H, carries 0.30; number 87, H, carries 0.35; number 88, H, carries 0.27; number 89, H, carries 0.17; number 90, H, carries 0.31

***

Number 1: E_LUMO 0.0970 Eh. Number 2: E_LUMO -0.0200 Eh.